[1]
The following is a quantum chemistry calculation of an isolated molecule of C4H6INS at a distorted geometry, from OMol25.

As for the HOMO energy: -0.323 hartree. The structure (SMILES) is C[C@@H]1C=N[C@H](I)S1. Its multiplicity is 1. As for the energy relative to the best compared isomer or geometry (same formula, charge and spin): 126.9 kJ/mol. The total charge is 0.

Last column: Löwdin charge in e.
Cartesian coordinates (Å):
I -3.53 0.21 0.53  0.708
S -0.42 -1.74 -0.15  0.770
N -1.00 0.86 -1.02  -0.061
C 0.79 -0.49 -0.20  -0.782
C 0.21 0.76 -0.74  -0.229
C -1.84 -0.16 -0.79  -0.847
C 1.35 -0.09 1.20  -0.117
H 0.95 1.68 -0.80  0.175
H 0.55 0.65 1.40  0.067
H -2.29 -0.52 -1.72  0.037
H 1.32 -0.82 1.98  0.041
H 2.41 0.48 1.32  0.129
H 1.51 -0.80 -1.01  0.110

=====

[2]
The following is a quantum chemistry calculation of C4H6InO4 as an isolated structure at a distorted geometry, from OMol25.

As for the HOMO energy: -0.501 hartree. Its multiplicity is 1. As for the energy relative to the best compared isomer or geometry (same formula, charge and spin): 14.9 kJ/mol. The total charge is +1.

Last column: Löwdin charge in e.
Cartesian coordinates (Å):
In 4.62 16.09 -18.21  1.451
O 5.71 13.93 -15.08  0.129
O 5.29 15.32 -16.60  -0.025
O 3.71 17.41 -19.25  0.012
O 2.65 16.38 -17.73  0.077
C 1.66 18.45 -18.40  0.076
C 6.59 13.48 -17.25  0.007
C 5.74 14.24 -16.28  -0.710
C 2.69 17.29 -18.52  -0.633
H 5.95 12.68 -17.61  0.107
H 7.43 13.07 -16.68  0.106
H 0.70 17.96 -18.28  0.104
H 1.52 18.92 -19.37  0.101
H 7.18 14.10 -17.93  0.083
H 1.83 19.17 -17.60  0.116

=====

[3]
The following is a quantum chemistry calculation of C4H6LiO2Tm as an isolated structure at a distorted geometry, from OMol25.

As for the HOMO energy (spin up / spin down): -0.384 / -0.397 hartree. Its multiplicity is 4. As for the energy relative to the best compared isomer or geometry (same formula, charge and spin): 0.0 kJ/mol. The total charge is +1.

Last column: Löwdin charge in e.
Cartesian coordinates (Å):
Tm 0.43 2.63 0.20  1.297
O -1.37 1.55 0.25  -0.555
O 2.49 -0.82 0.26  -0.006
C 1.73 -0.24 -0.54  -0.240
C -1.67 0.19 0.29  -0.371
C 0.40 -0.63 -1.07  -0.173
C -0.46 -0.75 0.28  -0.172
Li 3.37 2.04 1.59  0.485
H -0.11 0.05 -1.77  0.107
H -0.83 -1.79 0.35  0.129
H 0.09 -0.58 1.23  0.108
H 0.51 -1.54 -1.67  0.134
H -2.31 -0.08 -0.58  0.129
H -2.26 -0.04 1.20  0.129

=====

[4]
The following is a quantum chemistry calculation of C4H6MgO2 as an isolated structure at a distorted geometry, from OMol25.

As for the HOMO energy (spin up / spin down): -0.289 / -0.289 hartree. Its multiplicity is 1. As for the energy relative to the best compared isomer or geometry (same formula, charge and spin): 118.7 kJ/mol. The total charge is 0.

Last column: Löwdin charge in e.
Cartesian coordinates (Å):
Mg 2.00 0.77 0.61  0.998
O 2.55 -0.67 -0.55  -0.480
O -3.20 0.88 0.06  -0.077
C 1.07 -1.17 -0.27  -0.280
C -1.28 -0.49 0.51  -0.245
C -2.01 0.36 -0.53  -0.287
C 0.20 -0.42 0.37  -0.276
H -1.58 -0.13 1.51  0.111
H -3.53 1.60 -0.48  0.080
H -1.36 1.19 -0.87  0.106
H 1.07 -2.27 -0.35  0.110
H -2.25 -0.26 -1.41  0.119
H -1.62 -1.53 0.40  0.120

=====

[5]
The following is a quantum chemistry calculation of C4H6MgO2 as an isolated structure at a distorted geometry, from OMol25.

As for the HOMO energy: -0.302 hartree. Its multiplicity is 1. As for the energy relative to the best compared isomer or geometry (same formula, charge and spin): 0.0 kJ/mol. The total charge is 0.

Last column: Löwdin charge in e.
Cartesian coordinates (Å):
Mg 0.80 0.46 -0.24  0.979
O 3.28 -0.76 0.92  -0.139
O -0.51 0.31 -1.59  -0.392
C 2.40 0.07 1.18  -0.333
C -1.40 -0.69 1.12  -0.031
C -2.05 -0.65 -0.05  -0.139
C -1.35 -0.79 -1.39  -0.390
H -3.11 -0.38 -0.07  0.107
H -1.91 -0.48 2.06  0.066
H 2.44 0.47 2.23  0.020
H -2.11 -0.87 -2.19  0.109
H -0.77 -1.74 -1.40  0.112
H -0.33 -0.96 1.17  0.031

=====

[6]
The following is a quantum chemistry calculation of an isolated ion of composition C4H6N and charge +1 at a distorted geometry, from OMol25.

As for the HOMO energy: -0.592 hartree. Its multiplicity is 1. As for the energy relative to the best compared isomer or geometry (same formula, charge and spin): 476.4 kJ/mol. The total charge is +1.

Last column: Löwdin charge in e.
Cartesian coordinates (Å):
N 0.34 -0.14 0.34  -0.061
C -1.04 -0.03 0.83  -0.296
C -2.06 0.40 1.43  0.342
C -0.62 -1.09 -0.14  0.026
C 0.87 0.93 -0.49  0.026
H 1.82 0.62 -0.94  0.122
H 1.03 1.83 0.10  0.125
H -0.57 -2.11 0.23  0.153
H 1.05 -0.59 1.09  0.286
H -0.97 -0.99 -1.16  0.153
H 0.15 1.16 -1.28  0.126

=====

[7]
The following is a quantum chemistry calculation of an isolated ion of composition C4H6N and charge +1 at a distorted geometry, from OMol25.

As for the HOMO energy: -0.507 hartree. Its multiplicity is 1. As for the energy relative to the best compared isomer or geometry (same formula, charge and spin): 420.2 kJ/mol. The total charge is +1.

Last column: Löwdin charge in e.
Cartesian coordinates (Å):
N 1.33 -0.03 0.63  0.207
C 0.15 0.17 -0.37  -0.154
C -2.04 0.03 0.53  0.117
C -1.08 -0.76 -0.12  -0.091
C -1.18 0.83 -0.28  -0.100
H -1.27 -1.63 -0.75  0.135
H 1.75 -1.09 0.55  0.257
H 0.71 0.14 -1.23  0.117
H 1.20 0.10 1.64  0.169
H 2.09 0.59 0.43  0.148
H -1.66 1.66 -1.02  0.195

=====

[8]
The following is a quantum chemistry calculation of an isolated molecule of C4H6N2 at a distorted geometry, from OMol25.

As for the HOMO energy: -0.362 hartree. The structure (SMILES) is N#C[C@H]1CCN1. Its multiplicity is 1. As for the energy relative to the best compared isomer or geometry (same formula, charge and spin): 317.7 kJ/mol. The total charge is 0.

Last column: Löwdin charge in e.
Cartesian coordinates (Å):
N 2.90 -0.50 -1.08  0.141
N -0.42 -1.01 -0.29  -0.014
C -1.29 0.19 -0.33  -0.170
C 1.95 -0.35 -0.45  -0.164
C -0.15 0.94 0.50  -0.092
C 0.72 -0.31 0.37  -0.329
H -1.60 0.57 -1.29  0.094
H 0.16 1.87 0.95  0.110
H -0.18 -1.31 -1.22  0.102
H -0.86 0.70 1.25  0.076
H -2.21 -0.05 0.25  0.109
H 0.99 -0.74 1.34  0.138

=====

[9]
The following is a quantum chemistry calculation of C4H6N2 as an isolated structure, from OMol25.

As for the HOMO energy: -0.258 hartree. Its multiplicity is 1. As for the energy relative to the best compared isomer or geometry (same formula, charge and spin): 519.2 kJ/mol. The total charge is 0.

Last column: Löwdin charge in e.
Cartesian coordinates (Å):
N -2.18 -0.08 0.15  0.034
N 1.81 0.40 0.24  0.013
C 0.06 -0.36 -0.40  -0.370
C 1.18 -0.75 0.50  -0.101
C 0.93 0.88 -0.70  -0.103
C -0.95 0.23 0.53  -0.116
H -2.98 0.27 0.66  0.084
H 0.61 1.92 -0.68  0.078
H 2.59 0.85 0.69  0.157
H 1.60 -1.67 0.89  0.102
H -2.42 -0.66 -0.66  0.095
H -0.26 -1.03 -1.21  0.129

=====

[10]
The following is a quantum chemistry calculation of a 2-piece molecular cluster, C4H6N2 overall at a distorted geometry, from OMol25.

As for the HOMO energy: -0.371 hartree. The structure (SMILES) is C=CC#N.C=N. Its multiplicity is 1. As for the energy relative to the best compared isomer or geometry (same formula, charge and spin): 237.8 kJ/mol. The total charge is 0.

Last column: Löwdin charge in e.
Cartesian coordinates (Å):
N 0.07 -1.22 -1.76  0.019
N 0.21 2.76 1.68  0.139
C 1.00 -0.37 1.06  0.015
C -0.13 0.22 1.46  -0.184
C -0.63 -0.16 -1.85  -0.149
C -0.06 1.65 1.50  -0.261
H -0.52 -2.04 -1.92  0.042
H -1.70 -0.12 -2.06  0.068
H -0.13 0.81 -1.70  0.060
H -0.96 -0.31 1.92  0.101
H 1.73 0.19 0.50  0.081
H 1.23 -1.39 1.34  0.069

=====

[11]
The following is a quantum chemistry calculation of C4H6N2 as an isolated structure at a distorted geometry, from OMol25.

As for the HOMO energy: -0.330 hartree. Its multiplicity is 1. As for the energy relative to the best compared isomer or geometry (same formula, charge and spin): 547.1 kJ/mol. The total charge is 0.

Last column: Löwdin charge in e.
Cartesian coordinates (Å):
N 0.97 -0.87 -0.80  0.064
N -0.94 -0.33 1.86  0.153
C -0.27 -0.62 0.88  -0.422
C 0.19 2.28 -1.04  0.060
C 0.16 -1.79 0.09  -0.180
C 0.48 0.15 -0.20  -0.087
H -1.06 -1.13 2.55  0.095
H -0.68 2.53 -0.33  0.029
H 0.68 -2.70 0.58  0.127
H -0.58 -2.30 -0.59  0.122
H 1.13 2.94 -0.97  0.029
H -0.08 1.83 -2.03  0.009

=====

[12]
The following is a quantum chemistry calculation of C4H6N2 as an isolated structure, from OMol25.

As for the HOMO energy (spin up / spin down): -0.304 / -0.304 hartree. Its multiplicity is 1. As for the energy relative to the best compared isomer or geometry (same formula, charge and spin): 524.6 kJ/mol. The total charge is 0.

Last column: Löwdin charge in e.
Cartesian coordinates (Å):
N -1.55 -2.32 1.88  0.126
N 0.62 -0.04 0.07  -0.160
C -0.55 -0.69 0.19  -0.288
C 0.11 -0.69 -1.13  -0.044
C -1.07 -1.59 1.12  -0.201
C 1.20 1.09 0.35  0.037
H -0.94 1.77 -0.11  0.076
H 0.70 -1.53 -1.49  0.111
H 1.23 1.38 1.39  0.086
H -0.28 -0.01 -1.90  0.105
H -1.34 1.11 0.01  0.070
H 1.86 1.53 -0.38  0.082

=====

[13]
The following is a quantum chemistry calculation of an isolated molecule of C4H6N2 at a distorted geometry, from OMol25.

As for the HOMO energy: -0.379 hartree. The structure (SMILES) is C[C@H]1N[C@H]1C#N. Its multiplicity is 1. As for the energy relative to the best compared isomer or geometry (same formula, charge and spin): 294.8 kJ/mol. The total charge is 0.

Last column: Löwdin charge in e.
Cartesian coordinates (Å):
N -1.52 -0.80 2.15  0.159
N -0.55 1.35 -0.30  0.038
C 0.70 0.39 -0.39  -0.231
C 0.08 0.82 0.89  -0.310
C -0.77 -0.12 1.60  -0.188
C 0.51 -1.03 -0.87  -0.060
H 0.50 -1.05 -1.97  0.075
H -1.34 0.83 -0.63  0.092
H 0.94 1.27 -0.98  0.128
H 0.58 1.52 1.55  0.139
H 1.30 -1.72 -0.54  0.084
H -0.44 -1.45 -0.51  0.076

=====

[14]
The following is a quantum chemistry calculation of an isolated molecule of C4H6N2 at a distorted geometry, from OMol25.

As for the HOMO energy: -0.325 hartree. Its multiplicity is 1. As for the energy relative to the best compared isomer or geometry (same formula, charge and spin): 505.8 kJ/mol. The total charge is 0.

Last column: Löwdin charge in e.
Cartesian coordinates (Å):
N -2.73 1.64 -0.52  0.147
N 1.15 0.93 -0.52  0.075
C -0.32 1.20 0.36  -0.179
C 0.58 -1.43 -0.85  -0.050
C 0.64 -0.18 0.03  -0.413
C -1.66 1.37 -0.17  -0.198
H 0.34 -1.22 -1.89  0.076
H 0.00 -2.28 -0.47  0.071
H 0.88 -0.48 1.08  0.117
H -0.28 1.29 1.45  0.136
H 1.63 -1.76 -0.84  0.084
H 0.27 2.10 0.06  0.133

=====

[15]
The following is a quantum chemistry calculation of an isolated molecule of C4H6N2 at a distorted geometry, from OMol25.

As for the HOMO energy: -0.294 hartree. Its multiplicity is 1. As for the energy relative to the best compared isomer or geometry (same formula, charge and spin): 616.4 kJ/mol. The total charge is 0.

Last column: Löwdin charge in e.
Cartesian coordinates (Å):
N 0.49 0.33 0.24  0.073
N 1.65 -0.60 -2.00  0.068
C 1.20 -1.39 -1.00  -0.202
C 0.58 0.07 -1.02  -0.273
C -0.75 0.80 0.61  -0.265
C -1.27 0.93 1.82  0.037
H -1.46 1.03 -0.19  0.104
H -2.30 1.23 1.96  0.055
H 0.62 -2.30 -1.20  0.106
H -0.03 0.64 -1.71  0.130
H 1.94 -1.47 -0.20  0.105
H -0.65 0.72 2.69  0.062

=====

[16]
The following is a quantum chemistry calculation of C4H6N2 as an isolated structure at a distorted geometry, from OMol25.

As for the HOMO energy: -0.307 hartree. Its multiplicity is 1. As for the energy relative to the best compared isomer or geometry (same formula, charge and spin): 548.2 kJ/mol. The total charge is 0.

Last column: Löwdin charge in e.
Cartesian coordinates (Å):
N 0.51 -0.98 -0.29  -0.131
N 1.01 -1.50 -1.34  0.065
C -0.70 -0.47 -0.09  -0.278
C 0.33 0.86 -0.26  -0.122
C 0.98 1.45 0.75  0.025
C -1.91 -0.74 0.33  0.051
H 0.08 1.38 -1.17  0.103
H 1.25 2.50 0.68  0.057
H -2.70 0.00 0.24  0.055
H -2.16 -1.74 0.67  0.059
H 1.30 0.90 1.62  0.068
H 2.00 -1.66 -1.14  0.048

=====

[17]
The following is a quantum chemistry calculation of an isolated molecule of C4H6N2, from OMol25.

As for the HOMO energy: -0.279 hartree. The structure (SMILES) is Nc1cc[nH]c1. Its multiplicity is 1. As for the energy relative to the best compared isomer or geometry (same formula, charge and spin): 41.8 kJ/mol. The total charge is 0.

Last column: Löwdin charge in e.
Cartesian coordinates (Å):
N -2.04 0.21 -0.32  0.065
N 1.52 0.52 0.06  -0.013
C 0.07 -1.15 -0.12  -0.056
C 0.27 1.09 -0.01  -0.096
C -0.65 0.08 -0.14  -0.359
C 1.40 -0.84 0.02  -0.146
H 0.13 2.17 -0.04  0.108
H -2.54 -0.54 0.15  0.077
H -0.35 -2.14 -0.21  0.097
H 2.27 -1.47 0.10  0.107
H -2.40 1.09 0.04  0.078
H 2.31 0.99 0.47  0.140

=====

[18]
The following is a quantum chemistry calculation of a 2-piece molecular cluster, C4H6N2 overall at a distorted geometry, from OMol25.

As for the HOMO energy: -0.361 hartree. The structure (SMILES) is C#CCC.N#N. Its multiplicity is 1. As for the energy relative to the best compared isomer or geometry (same formula, charge and spin): 149.5 kJ/mol. The total charge is 0.

Last column: Löwdin charge in e.
Cartesian coordinates (Å):
N 2.19 -1.31 -0.19  0.067
N 2.35 -0.36 0.35  0.043
C 0.99 1.92 0.14  0.094
C -1.34 -0.68 0.46  -0.104
C 0.37 0.95 -0.22  -0.237
C -0.50 -0.11 -0.68  -0.292
H 0.12 -0.91 -1.11  0.076
H -0.69 -1.05 1.26  0.070
H -1.99 0.08 0.87  0.075
H 1.60 2.70 0.49  0.022
H -1.15 0.28 -1.47  0.115
H -1.95 -1.51 0.10  0.070

=====

[19]
The following is a quantum chemistry calculation of an isolated molecule of C4H6N2 at a distorted geometry, from OMol25.

As for the HOMO energy: -0.366 hartree. The structure (SMILES) is CN1C[C@H]1C#N. Its multiplicity is 1. As for the energy relative to the best compared isomer or geometry (same formula, charge and spin): 199.2 kJ/mol. The total charge is 0.

Last column: Löwdin charge in e.
Cartesian coordinates (Å):
N -0.07 0.51 0.20  -0.145
N 3.12 -0.42 0.66  0.140
C 2.11 -0.48 0.10  -0.166
C 0.73 -0.54 -0.37  -0.279
C 0.00 0.45 -1.23  -0.090
C -1.25 0.22 0.98  -0.084
H 0.36 -1.57 -0.46  0.142
H -1.85 1.14 1.01  0.084
H 0.51 1.27 -1.72  0.110
H -0.93 0.00 2.00  0.088
H -0.85 0.04 -1.78  0.115
H -1.87 -0.61 0.60  0.084